1.
Density functional theory data (ωB97M-V with the def2-TZVPD basis set) for the ion CH6N3S with charge +1 at a distorted geometry.

Output
* HOMO-LUMO gap (alpha / beta): 0.1786 / 0.1499 Ha
* ΔE to the lowest compared entry with this formula, charge and spin: 4.525 eV
* energy: -16428.398 eV
* LUMO energy (alpha / beta): -0.299 / -0.311 Eh
* total charge: +1
* structure (SMILES): NNC[NH+]=S

```
11
CH6N3S, DFT ωB97M-V with the def2-TZVPD basis set
C -0.218 -0.023 0.834
N -0.072 -0.403 -0.522
N 0.952 -0.307 1.708
N -0.041 0.677 -1.336
S 1.125 0.437 3.146
H -0.397 1.009 1.058
H -0.934 -0.672 1.366
H -0.815 -0.910 -0.783
H 1.733 -0.352 1.019
H -0.273 0.425 -2.288
H 0.754 1.287 -1.299
```

2.
Density functional theory data (ωB97M-V with the def2-TZVPD basis set) for a structure of composition C12H24Cl2CrO12 at a distorted geometry.

Output
* <S²>: 8.766
* HOMO-LUMO gap (alpha / beta): 0.3289 / 0.1217 Ha
* energy: -90861.922 eV
* 2S+1: 6
* LUMO energy (alpha / beta): -0.095 / -0.316 Eh
* total charge: +1

```
51
C12H24Cl2CrO12, DFT ωB97M-V with the def2-TZVPD basis set
Cr -25.805 3.382 -3.091
Cl -28.213 3.530 -3.706
Cl -23.339 3.424 -2.321
C -28.468 0.924 -0.153
O -27.402 0.051 -0.460
C -26.337 0.476 -1.225
O -26.284 1.623 -1.748
O -25.374 -0.512 -1.230
C -24.133 -0.238 -1.827
H -29.319 0.380 0.256
H -28.960 1.336 -1.034
H -28.145 1.733 0.502
H -23.657 -1.150 -2.188
H -23.493 0.360 -1.178
H -24.261 0.487 -2.631
C -27.285 5.594 -6.952
O -26.250 6.322 -6.294
C -25.483 5.858 -5.295
O -25.590 4.815 -4.663
O -24.497 6.777 -5.098
C -23.483 6.590 -4.067
H -26.890 4.959 -7.745
H -27.978 6.287 -7.430
H -27.786 4.863 -6.319
H -23.937 6.119 -3.194
H -23.142 7.563 -3.715
H -22.725 6.015 -4.599
C -27.967 6.759 -1.045
O -27.819 5.582 -0.271
C -26.784 4.848 -0.308
O -26.102 4.777 -1.325
O -26.729 4.162 0.770
C -25.606 3.290 1.000
H -28.507 6.400 -1.922
H -27.037 7.289 -1.251
H -28.490 7.512 -0.455
H -24.736 3.571 0.407
H -25.819 2.224 1.074
H -25.266 3.357 2.034
C -27.438 0.290 -5.251
O -26.161 0.122 -5.849
C -25.232 1.097 -5.498
O -25.494 1.927 -4.608
O -24.203 1.005 -6.237
C -23.093 1.831 -5.971
H -27.733 1.313 -5.484
H -27.516 -0.052 -4.219
H -28.133 -0.311 -5.837
H -22.896 2.313 -5.013
H -23.006 2.727 -6.586
H -22.109 1.398 -6.153
```

3.
Density functional theory data (ωB97M-V with the def2-TZVPD basis set) for a cluster of 2 separate species, CCl2NO2 in total at a distorted geometry.

Output
* <S²>: 2.008
* HOMO-LUMO gap (alpha / beta): 0.1524 / 0.3269 Ha
* ΔE to the lowest compared entry with this formula, charge and spin: 0.639 eV
* energy: -31664.635 eV
* 2S+1: 3
* LUMO energy (alpha / beta): 0.138 / 0.134 Eh
* total charge: -1

```
6
CCl2NO2, DFT ωB97M-V with the def2-TZVPD basis set
C 1.251 -0.278 -0.243
N -1.025 0.807 -0.084
O 1.807 0.355 0.549
O 0.975 -0.985 -1.116
Cl -0.939 0.519 1.642
Cl -2.069 -0.417 -0.748
```

4.
Density functional theory data (ωB97M-V with the def2-TZVPD basis set) for a cluster of 3 separate species, C2H10N2O2 in total at a distorted geometry.

Output
* HOMO-LUMO gap: 0.3540 Ha
* ΔE to the lowest compared entry with this formula, charge and spin: 1.581 eV
* energy: -9309.989 eV
* LUMO energy: 0.026 Eh
* total charge: 0
* structure (SMILES): C/N=C\N.O.O

```
16
C2H10N2O2, DFT ωB97M-V with the def2-TZVPD basis set
C -1.572 -1.679 -0.305
N -0.410 -1.909 -3.342
C 0.103 -2.081 -2.064
N -0.299 -2.006 -0.879
H -1.554 -0.779 0.311
H -1.791 -2.457 0.444
H -2.393 -1.710 -1.040
H 0.257 -1.990 -4.089
H -1.301 -2.320 -3.575
H 1.178 -2.293 -2.123
H -0.884 2.365 2.501
H 0.002 1.146 3.178
O -0.187 2.086 3.076
H 1.479 4.523 2.045
H 2.504 3.957 3.279
O 2.293 4.085 2.349
```

5.
Density functional theory data (ωB97M-V with the def2-TZVPD basis set) for the molecule C20H24ClN3O3S.

Output
* HOMO-LUMO gap: 0.3134 Ha
* ΔE to the lowest compared entry with this formula, charge and spin: 0.323 eV
* energy: -55100.826 eV
* LUMO energy: 0.005 Eh
* total charge: 0
* structure (SMILES): COCc1csc(C(=O)N2CCC[C@@H](NC(=O)c3ccc(Cl)c(N)c3)[C@@H]2C)c1

```
52
C20H24ClN3O3S, DFT ωB97M-V with the def2-TZVPD basis set
C 5.951 -0.663 2.274
O 4.719 -0.629 1.589
C 4.600 -1.698 0.673
C 3.247 -1.646 0.037
C 3.024 -1.465 -1.301
S 1.371 -1.452 -1.700
C 0.934 -1.689 -0.055
C -0.473 -1.782 0.350
O -0.803 -2.006 1.490
N -1.393 -1.616 -0.744
C -2.119 -0.339 -0.644
C -3.220 -0.337 0.407
C -4.184 -1.484 0.137
C -3.445 -2.818 0.068
N -4.356 -3.890 -0.302
C -5.116 -4.537 0.615
O -5.063 -4.287 1.807
C -6.024 -5.608 0.077
C -6.517 -5.605 -1.226
C -7.358 -6.626 -1.635
C -7.696 -7.639 -0.757
Cl -8.758 -8.909 -1.291
C -7.220 -7.662 0.557
N -7.520 -8.699 1.420
C -6.383 -6.618 0.951
C -2.295 -2.763 -0.949
C -1.493 -4.056 -1.000
C 2.033 -1.774 0.754
H 5.966 0.181 2.958
H 6.062 -1.592 2.846
H 6.795 -0.578 1.580
H 5.381 -1.635 -0.096
H 4.734 -2.652 1.201
H 3.774 -1.336 -2.066
H -1.386 0.450 -0.458
H -2.550 -0.146 -1.632
H -2.783 -0.443 1.401
H -3.745 0.621 0.379
H -4.957 -1.546 0.905
H -4.689 -1.321 -0.824
H -3.038 -3.056 1.052
H -4.399 -4.186 -1.262
H -6.293 -4.800 -1.913
H -7.769 -6.639 -2.635
H -7.422 -8.488 2.399
H -8.342 -9.236 1.197
H -5.999 -6.583 1.963
H -2.744 -2.586 -1.938
H -2.119 -4.894 -1.301
H -0.675 -3.964 -1.714
H -1.078 -4.296 -0.019
H 1.958 -1.914 1.823
```

6.
Density functional theory data (ωB97M-V with the def2-TZVPD basis set) for a structure of composition C38H43CaCl5F3NO5 at a distorted geometry.

Output
* HOMO-LUMO gap (alpha / beta): 0.1524 / 0.1559 Ha
* ΔE to the lowest compared entry with this formula, charge and spin: 4.979 eV
* energy: -141039.255 eV
* LUMO energy (alpha / beta): 0.135 / 0.136 Eh
* total charge: -2

```
96
C38H43CaCl5F3NO5, DFT ωB97M-V with the def2-TZVPD basis set
Ca -0.317 -2.848 -0.412
C -1.838 2.913 4.111
C -0.582 2.874 3.225
C -0.807 3.840 2.059
C 0.620 3.376 4.037
C -0.347 1.437 2.755
C -0.287 1.078 1.417
C -0.157 -0.266 1.018
N -0.132 -0.762 -0.231
C 0.094 -0.087 -1.444
C 0.703 1.249 -1.483
C 0.550 2.074 -2.549
C -0.384 1.711 -3.557
C -1.208 0.605 -3.519
C -1.103 -0.316 -2.421
O -1.748 -1.345 -2.230
C -2.310 0.520 -4.593
C -3.148 1.810 -4.591
C -3.283 -0.650 -4.417
C -1.618 0.352 -5.958
C 1.335 3.387 -2.601
C 2.841 3.084 -2.629
C 1.006 4.222 -1.356
C 1.012 4.231 -3.838
C -0.162 -1.313 2.029
O -0.224 -2.543 1.646
C -0.096 -0.917 3.392
C -0.198 0.429 3.712
C 0.051 -1.989 4.470
C 1.301 -2.839 4.187
C -1.195 -2.890 4.464
C 0.194 -1.405 5.880
H -2.054 3.936 4.438
H -1.713 2.293 4.997
H -2.696 2.540 3.551
H -0.935 4.858 2.437
H -1.703 3.567 1.503
H 0.044 3.835 1.379
H 0.442 4.388 4.415
H 1.516 3.392 3.414
H 0.813 2.726 4.890
H -0.391 1.827 0.642
H 1.343 1.507 -0.649
H -0.516 2.397 -4.382
H -3.579 1.967 -3.601
H -3.965 1.733 -5.311
H -2.553 2.687 -4.849
H -3.825 -0.572 -3.477
H -2.763 -1.603 -4.414
H -4.006 -0.643 -5.238
H -0.923 1.170 -6.155
H -2.353 0.322 -6.766
H -1.056 -0.583 -5.965
H 3.141 2.504 -1.758
H 3.414 4.015 -2.638
H 3.097 2.514 -3.524
H 1.327 3.706 -0.453
H -0.070 4.388 -1.288
H 1.512 5.190 -1.395
H 1.211 3.680 -4.758
H 1.645 5.120 -3.837
H -0.030 4.556 -3.839
H -0.165 0.714 4.756
H 1.243 -3.257 3.184
H 1.374 -3.661 4.907
H 2.206 -2.232 4.263
H -1.305 -3.359 3.489
H -2.089 -2.296 4.666
H -1.107 -3.665 5.232
H 1.071 -0.759 5.960
H 0.311 -2.228 6.590
H -0.691 -0.836 6.169
Cl 0.958 -5.877 -0.041
C 2.233 -4.797 0.416
C 2.029 -3.445 0.153
C 3.086 -2.636 0.571
Cl 2.991 -0.911 0.377
C 4.255 -3.113 1.163
Cl 5.546 -2.048 1.623
C 4.398 -4.476 1.390
Cl 5.839 -5.094 2.117
C 3.364 -5.329 1.025
Cl 3.521 -7.025 1.343
F -2.917 -1.945 0.443
C -3.584 -3.107 0.298
F -4.865 -2.772 0.020
F -3.612 -3.684 1.527
C -2.995 -4.138 -0.765
O -3.846 -4.714 -1.428
O -1.757 -4.281 -0.713
C 2.234 -0.605 -2.926
C 1.021 -1.130 -2.205
O 0.750 -2.311 -2.233
H 2.801 -1.446 -3.324
H 2.855 -0.021 -2.252
H 1.908 0.045 -3.739
```